# C4H11N3O

An isolated ion of composition C4H11N3O and charge +2 at a distorted geometry (ωB97M-V with the def2-TZVPD basis set, the Open Molecules 2025 dataset).

Values from the calculation:
- SMILES: C[NH2+][C@@H]1CONC1=[NH2+]
- Total charge: +2
- E: -10823.8837 eV
- E_HOMO: -18.7 eV

CARTESIAN COORDINATES (ANGSTROEM)
1 N -1.027 -0.775 0.525
2 H -1.155 -1.759 0.450
3 H -3.174 -0.415 0.941
4 O 2.187 -0.879 0.392
5 C -2.381 -0.112 0.284
6 H 1.159 3.025 0.170
7 C 1.248 -1.393 -0.511
8 H -0.510 -0.701 1.351
9 H 2.819 0.822 0.982
10 C 0.936 0.925 -0.087
11 H 1.856 -1.677 -1.394
12 H 0.897 -2.322 -0.152
13 H -2.097 0.941 0.122
14 H -0.217 2.498 -0.649
15 H -0.557 -0.081 -1.405
16 N 0.625 2.189 -0.151
17 H -2.716 -0.466 -0.711
18 N 2.065 0.476 0.344
19 C 0.040 -0.297 -0.500

Atoms 1-3, force components in eV/Å:
N 0.3351 1.0818 -2.1235
H -0.0143 -1.3602 -0.5959
H 0.1248 0.3340 0.9951

***

# C5H8O

One molecule with the formula C5H8O (ωB97M-V with the def2-TZVPD basis set, the Open Molecules 2025 dataset).

Values from the calculation:
- E: -7358.0679 eV
- E_HOMO: -8.3 eV

CARTESIAN COORDINATES (ANGSTROEM)
1 C -0.906 0.776 0.626
2 H 1.537 0.607 -1.211
3 H -1.791 1.282 1.014
4 C 0.880 1.165 0.756
5 H 0.440 -1.718 0.464
6 O 0.009 0.510 1.668
7 H -1.385 -0.029 -1.308
8 C -1.060 -0.392 -0.325
9 H -1.820 -1.089 0.042
10 H -0.350 1.683 0.086
11 C 1.338 0.109 -0.254
12 H 0.473 -1.624 -1.299
13 H 2.308 -0.238 0.127
14 C 0.328 -1.041 -0.385

Atoms 1-3, force components in eV/Å:
C -0.3298 -0.0900 -0.0581
H 0.0003 -0.0548 0.1405
H 0.0986 -0.0115 -0.0967

***

# C21H30N4O2

One molecule with the formula C21H30N4O2 at a distorted geometry (ωB97M-V with the def2-TZVPD basis set, the Open Molecules 2025 dataset).

Values from the calculation:
- SMILES: CCN(CC)CCNc1cc(C)nc2c1C(=O)C(=O)C=C2N1CCCCC1
- E: -32319.3271 eV
- E_HOMO: -8.0 eV

CARTESIAN COORDINATES (ANGSTROEM)
1 H -4.788 -1.429 2.849
2 H 4.939 0.625 1.563
3 C -3.720 0.185 -1.836
4 C -0.308 2.187 -0.524
5 C -5.091 -1.818 1.880
6 H -2.315 1.714 -1.658
7 H 6.019 -1.654 0.869
8 H -2.622 1.333 1.165
9 H 2.740 2.563 1.080
10 N -3.484 -0.421 0.522
11 H -1.372 0.494 3.009
12 C -1.849 -0.248 2.373
13 H -3.720 -0.850 -2.180
14 H -0.370 -3.874 -1.881
15 N 3.183 0.019 0.601
16 C -2.995 0.406 1.611
17 H -5.406 -2.850 2.008
18 N -2.381 0.704 -1.807
19 H -3.076 -2.300 1.279
20 C 4.111 -2.166 0.017
21 C 3.276 -1.362 1.012
22 H 4.175 -3.204 0.346
23 H 6.093 -2.066 -0.847
24 O 0.650 3.983 0.705
25 N 0.940 -1.310 -0.386
26 H 2.279 -1.783 1.100
27 H -4.231 -2.249 -0.049
28 C -3.932 -1.752 0.878
29 H 4.380 1.698 0.261
30 H 4.935 0.028 -1.435
31 H -3.796 0.679 2.319
32 H -2.022 -1.957 -1.777
33 H -5.351 -0.163 -0.454
34 H 6.358 0.404 -0.454
35 C -1.336 0.036 -1.283
36 C 2.038 0.696 0.331
37 H -4.436 1.320 -0.147
38 C 0.083 -3.472 -0.978
39 C 1.946 2.042 0.568
40 C -4.343 0.266 -0.422
41 H -2.198 -1.062 3.003
42 H -1.108 -0.634 1.678
43 C -1.226 -1.366 -1.357
44 C -0.240 0.747 -0.703
45 H 1.139 -3.726 -0.952
46 H -5.941 -1.238 1.527
47 C -0.083 -1.985 -0.915
48 H 3.770 -1.385 1.994
49 C 5.376 -0.072 -0.441
50 H 3.614 -2.140 -0.954
51 C 5.502 -1.550 -0.088
52 C 0.790 2.834 0.303
53 H -4.309 0.783 -2.536
54 H -0.402 -3.933 -0.118
55 C 4.479 0.658 0.567
56 O -1.197 2.895 -0.990
57 C 0.871 0.003 -0.254

Atoms 1-3, force components in eV/Å:
H -0.0142 0.0403 0.1356
H -0.0265 0.0789 -0.0073
C -0.3754 -0.1374 0.3131

***

# C3H4N2O3

One molecule with the formula C3H4N2O3 at a distorted geometry (ωB97M-V with the def2-TZVPD basis set, the Open Molecules 2025 dataset).

Values from the calculation:
- SMILES: [H]/N=C/NC(=O)C(=O)O
- E: -12296.9375 eV
- E_HOMO: -10.4 eV

CARTESIAN COORDINATES (ANGSTROEM)
1 H -1.200 -1.382 -0.541
2 N -0.974 0.758 -0.204
3 C 1.141 -0.703 0.020
4 H -1.749 1.384 -0.350
5 O 1.049 1.845 -0.112
6 H -3.659 -0.897 0.442
7 O 0.734 -1.804 -0.206
8 N -2.947 -0.101 0.316
9 H 2.462 0.646 0.624
10 O 2.384 -0.363 0.240
11 C 0.345 0.796 0.045
12 C -1.776 -0.388 -0.120

Atoms 1-3, force components in eV/Å:
H -2.0215 2.2267 1.4898
N -0.4019 -1.4789 -0.0052
C -0.2034 2.7355 0.8065

***

# C2H8NO2

A 2-piece molecular cluster, C2H8NO2 overall at a distorted geometry (ωB97M-V with the def2-TZVPD basis set, the Open Molecules 2025 dataset).

Values from the calculation:
- Total charge: -1
- E: -7788.1085 eV
- E_HOMO: -3.4 eV

CARTESIAN COORDINATES (ANGSTROEM)
1 H 0.145 -1.226 1.893
2 C -1.010 0.531 -0.138
3 H -0.086 -0.872 -1.606
4 H 1.508 -0.939 -2.304
5 H -1.934 0.525 0.381
6 N 0.795 -0.420 1.538
7 O 0.634 -1.037 -2.455
8 H -0.900 1.386 -0.859
9 H 1.260 -0.782 0.625
10 H -0.308 1.206 1.939
11 C 0.072 0.797 1.014
12 O -0.967 -0.680 -0.654
13 H 0.792 1.512 0.625

Atoms 1-3, force components in eV/Å:
H 1.1908 2.2542 -1.4278
C 0.9073 0.7530 1.3804
H 0.4047 0.1322 0.1312

***

# C4H3N

One molecule with the formula C4H3N at a distorted geometry (ωB97M-V with the def2-TZVPD basis set, the Open Molecules 2025 dataset).

Values from the calculation:
- SMILES: CC#CC#N
- E: -5684.2688 eV
- E_HOMO: -10.5 eV

CARTESIAN COORDINATES (ANGSTROEM)
1 N 3.344 -1.056 0.194
2 C 1.190 0.254 -0.041
3 H -1.739 -0.161 0.927
4 C 2.413 -0.374 0.073
5 H -1.721 -0.485 -0.818
6 C -0.009 0.401 -0.061
7 H -2.023 1.170 -0.225
8 C -1.455 0.252 -0.049

Atoms 1-3, force components in eV/Å:
N -0.6648 0.8605 -0.1499
C -0.7876 -0.1495 0.0600
H -0.0421 0.1433 -0.2232